No. 1
Entry from OMol25: an isolated ion of composition C3H8NOS and charge -1 in a non-equilibrium geometry (ωB97M-V/def2-TZVPD).

Each line ends with the natural charge from an NBO analysis.
Element x y z (Å)
N (-1.081587, -0.144722, -1.201356)  -0.897
C (0.213884, -0.163936, -0.500561)  -0.112
C (0.821823, -1.613986, -0.548291)  -0.032
O (0.305171, -2.362430, -1.560316)  -0.954
C (-0.008962, 0.203479, 0.966422)  -0.520
S (-0.050195, 1.989237, 1.369450)  -0.126
H (-1.141788, -1.167223, -1.409763)  0.405
H (-0.916448, 0.169282, -2.146081)  0.342
H (0.921866, 0.547375, -0.942581)  0.159
H (0.522788, -2.097814, 0.424814)  0.069
H (1.922963, -1.516286, -0.501112)  0.096
H (0.548011, -0.349861, 1.724907)  0.217
H (-1.005643, -0.218356, 1.167488)  0.223
H (-1.198644, 2.294688, 0.694012)  0.131

Cartesian forces (eV/Å) of the 3 atoms listed first:
N 0.3 -0.5 0.1
C 0.6 0.3 0.4
C -1.2 -1.1 -0.2

Calculated values
spin multiplicity	1
DFT total energy	-17613.122	eV
HOMO	-2.7	eV
largest force on an atom	1.65	eV Å⁻¹
SMILES	N[C@H](C[O-])CS
relative energy (zero: lowest compared OMol25 entry of this formula, charge and spin)	1.884	eV
total charge	-1



No. 2
Entry from OMol25: a 2-piece molecular cluster, C2H6N2 overall in a non-equilibrium geometry (ωB97M-V/def2-TZVPD).

Each line ends with the natural charge from an NBO analysis.
Element x y z (Å)
C (0.082644, -2.583286, 0.826470)  -0.065
N (-1.140726, -2.300417, 1.014094)  -0.592
H (0.308649, -3.636831, 0.667495)  0.167
H (0.779012, -1.772666, 0.704194)  0.154
H (-1.282942, -1.302678, 0.850848)  0.335
C (0.482377, 2.251004, -1.122177)  -0.066
N (-0.161341, 1.872088, -0.073733)  -0.587
H (0.628388, 1.393664, -1.764693)  0.165
H (0.767850, 3.309253, -1.466623)  0.166
H (-0.463910, 2.769869, 0.364125)  0.323

Cartesian forces (eV/Å) of the 3 atoms listed first:
C -1.4 0.1 -0.3
N 0.0 -0.2 -0.7
H 0.6 0.1 0.6

Calculated values
spin multiplicity	1
DFT total energy	-5149.270	eV
HOMO	-9.9	eV
largest force on an atom	2.77	eV Å⁻¹
SMILES	C=N.C=N
relative energy (zero: lowest compared OMol25 entry of this formula, charge and spin)	2.649	eV



No. 3
Entry from OMol25: a 11-piece molecular cluster, C12H46O11 overall in a non-equilibrium geometry (ωB97M-V/def2-TZVPD).

Each line ends with the natural charge from an NBO analysis.
Element x y z (Å)
C (-1.470220, 2.719240, 3.082548)  -0.634
C (-1.446893, 4.240502, 3.438374)  -0.067
O (-0.347531, 4.883061, 2.754412)  -0.723
H (-2.241799, 2.104315, 3.545841)  0.222
H (-0.553548, 2.245332, 3.433592)  0.215
H (-1.468813, 2.619740, 1.997102)  0.203
H (-1.285465, 4.301505, 4.514624)  0.157
H (-2.381873, 4.738593, 3.181822)  0.159
H (-0.602512, 5.807743, 2.793546)  0.465
C (1.319846, 2.330571, -2.877814)  -0.637
C (1.603060, 1.621346, -4.220897)  -0.064
O (2.332785, 2.563058, -5.052054)  -0.728
H (0.765630, 1.680418, -2.200877)  0.207
H (0.744178, 3.246989, -3.007692)  0.206
H (2.265083, 2.612548, -2.414009)  0.209
H (0.706873, 1.223037, -4.696588)  0.181
H (2.241848, 0.756574, -4.041398)  0.161
H (3.234709, 2.591671, -4.724470)  0.464
C (-4.430116, -1.162254, 1.336787)  -0.616
C (-4.015482, 0.099850, 0.583962)  -0.067
O (-2.636091, 0.078197, 0.455027)  -0.766
H (-4.237972, -1.096084, 2.407679)  0.211
H (-3.764415, -1.921242, 0.925840)  0.205
H (-5.444548, -1.468640, 1.081536)  0.208
H (-4.427370, 0.985296, 1.068155)  0.165
H (-4.445772, -0.179526, -0.377755)  0.158
H (-2.377361, 0.729936, -0.200632)  0.503
C (0.765983, 0.190595, 0.543197)  -0.656
C (0.335616, -0.847692, -0.478223)  -0.080
O (-0.370702, -1.847212, 0.146613)  -0.769
H (1.500168, 0.885775, 0.136013)  0.220
H (1.442238, -0.183811, 1.311703)  0.211
H (-0.084210, 0.765682, 0.909992)  0.215
H (1.180521, -1.196726, -1.071856)  0.187
H (-0.315967, -0.365577, -1.206994)  0.168
H (-1.285857, -1.567545, 0.223355)  0.516
C (-2.128952, -3.734433, -2.049165)  -0.638
C (-3.244452, -4.835037, -2.134260)  -0.057
O (-4.140911, -4.571774, -3.244987)  -0.740
H (-2.524053, -2.727860, -2.186276)  0.208
H (-1.440671, -3.906691, -2.876628)  0.212
H (-1.580304, -3.742098, -1.107337)  0.229
H (-3.896999, -4.810032, -1.261531)  0.156
H (-2.829099, -5.831231, -2.286520)  0.164
H (-4.925193, -5.115484, -3.140640)  0.465
C (4.029864, -0.302769, -1.457360)  -0.642
C (5.214136, 0.615366, -1.145165)  -0.059
O (4.845937, 1.533000, -0.166590)  -0.725
H (3.857066, -0.994978, -0.633291)  0.209
H (4.230702, -0.838731, -2.384992)  0.208
H (3.137953, 0.308051, -1.596998)  0.200
H (5.527359, 1.055927, -2.091685)  0.167
H (5.981787, -0.029955, -0.718096)  0.152
H (4.533827, 0.942326, 0.522827)  0.484
O (1.479236, -3.935396, 0.323054)  -0.959
H (0.975005, -3.126109, 0.239068)  0.484
H (1.138383, -4.349326, 1.115961)  0.466
O (4.176822, -0.241705, 2.221498)  -0.963
H (4.419278, -1.153942, 2.380477)  0.481
H (3.344596, -0.130960, 2.681252)  0.489
O (-1.823182, 2.313317, -1.265634)  -0.957
H (-2.290459, 2.865527, -1.892487)  0.484
H (-1.246764, 2.916992, -0.797062)  0.485
O (1.680085, 0.409289, 4.091395)  -0.962
H (1.406964, 0.064548, 4.941567)  0.483
H (2.219438, 1.171121, 4.303390)  0.486
O (-0.574838, -1.548648, 2.963301)  -0.965
H (-0.393022, -1.544391, 2.023545)  0.480
H (0.036438, -0.909177, 3.328905)  0.467

Cartesian forces (eV/Å) of the 3 atoms listed first:
C 0.7 0.9 -0.1
C 0.3 -1.5 0.1
O -0.9 -0.3 0.3

Calculated values
spin multiplicity	1
DFT total energy	-35710.660	eV
HOMO	-9.7	eV
largest force on an atom	2.43	eV Å⁻¹
SMILES	CCO.CCO.CCO.CCO.CCO.CCO.O.O.O.O.O
relative energy (zero: lowest compared OMol25 entry of this formula, charge and spin)	2.772	eV



What did the first record say?
Entry from OMol25: an isolated ion of composition C3H8NOS and charge -1 in a non-equilibrium geometry (ωB97M-V/def2-TZVPD).

Each line ends with the natural charge from an NBO analysis.
Element x y z (Å)
N (-1.081587, -0.144722, -1.201356)  -0.897
C (0.213884, -0.163936, -0.500561)  -0.112
C (0.821823, -1.613986, -0.548291)  -0.032
O (0.305171, -2.362430, -1.560316)  -0.954
C (-0.008962, 0.203479, 0.966422)  -0.520
S (-0.050195, 1.989237, 1.369450)  -0.126
H (-1.141788, -1.167223, -1.409763)  0.405
H (-0.916448, 0.169282, -2.146081)  0.342
H (0.921866, 0.547375, -0.942581)  0.159
H (0.522788, -2.097814, 0.424814)  0.069
H (1.922963, -1.516286, -0.501112)  0.096
H (0.548011, -0.349861, 1.724907)  0.217
H (-1.005643, -0.218356, 1.167488)  0.223
H (-1.198644, 2.294688, 0.694012)  0.131

Cartesian forces (eV/Å) of the 3 atoms listed first:
N 0.3 -0.5 0.1
C 0.6 0.3 0.4
C -1.2 -1.1 -0.2

Calculated values
spin multiplicity	1
DFT total energy	-17613.122	eV
HOMO	-2.7	eV
largest force on an atom	1.65	eV Å⁻¹
SMILES	N[C@H](C[O-])CS
relative energy (zero: lowest compared OMol25 entry of this formula, charge and spin)	1.884	eV
total charge	-1



> What is the formula in the first record?

C3H8NOS



> Which of these has the highest largest force on an atom?

C2H6N2